Record 1
The following is a DFT calculation (the ωB97M-V functional and the def2-TZVPD basis) of one molecule with the formula C21H23N3O4.

Element x y z (Å)
C -0.34 0.83 -0.10
H 3.40 -0.99 -0.66
C 4.37 -0.53 -0.54
H -2.46 -3.41 -1.00
C -5.28 0.72 -0.44
C 5.78 1.44 -0.29
C 0.96 0.00 1.86
C 5.54 -1.30 -0.47
C -0.37 0.61 1.42
H 0.75 2.69 0.01
C -3.05 -3.51 -0.08
H 3.47 2.66 0.02
C 2.12 0.89 1.41
H 2.04 1.88 1.91
C 4.50 0.83 -0.44
C -4.08 1.39 -0.52
C -1.63 1.50 -0.55
H -3.39 -4.54 0.02
C -2.89 -0.69 -0.33
C 3.28 1.71 -0.52
H -1.20 -0.04 1.70
H -4.05 2.46 -0.63
C -4.09 -1.38 -0.25
H -8.42 -1.57 -0.19
C -7.68 -0.78 -0.27
H -6.20 1.28 -0.48
H 3.07 0.44 1.70
H -0.22 -0.13 -0.60
H 0.99 -0.11 2.94
C 6.94 0.73 -0.23
H 7.90 1.20 -0.11
O -6.43 -1.42 -0.21
N 2.09 1.04 -0.04
H -2.42 -3.25 0.78
O -4.21 -2.73 -0.13
C 6.83 -0.67 -0.32
N 7.74 -1.63 -0.28
C -5.31 -0.66 -0.30
O -1.64 2.65 -0.91
H 1.08 -0.98 1.41
C -2.87 0.70 -0.46
H -7.82 -0.07 0.55
H 0.90 1.84 -1.54
C 0.87 1.70 -0.46
H -7.82 -0.26 -1.22
O 7.06 -2.78 -0.41
H -0.51 1.57 1.91
H 5.81 2.52 -0.22
H -1.97 -1.25 -0.31
H 3.12 1.97 -1.57
N 5.75 -2.60 -0.53

Calculated values
- ΔE to the lowest compared entry with this formula, charge and spin (kcal per mole) = 127.53
- E (Eh) = -1279.14974
- LUMO level (eV) = -0.38
- SMILES string = COc1ccc(C(=O)[C@@H]2CCCN(Cc3ccc4nonc4c3)C2)cc1OC

Record 2
The following is a DFT calculation (the ωB97M-V functional and the def2-TZVPD basis) of C46H37ClIIrNO2P2S2 as an isolated structure.

Element x y z (Å)
H 3.24 -2.39 -2.31
C -1.52 3.12 -2.20
C -1.05 -0.88 -2.93
H 4.35 -2.80 -0.99
H 3.73 2.37 -3.95
H 4.63 -0.20 5.48
C -2.88 5.42 -2.98
C -1.57 0.61 2.27
C -1.15 1.05 -4.40
H 6.51 3.49 2.27
C -2.58 -0.46 4.67
C -3.52 4.46 -2.21
C 1.85 1.97 -3.02
C -1.34 -1.71 -4.05
I -2.54 3.40 2.64
H 4.17 0.16 -2.07
C 3.59 3.29 -2.02
C 2.80 3.49 -0.89
C 4.25 -0.10 -1.02
H 3.16 -1.17 0.49
H 7.62 -0.54 1.37
H 4.18 0.82 -0.43
Ir 0.05 -0.27 -0.12
H -1.04 6.01 -3.91
P -0.65 1.57 -1.70
O -1.20 1.08 1.15
H 1.25 2.13 4.35
C 3.86 0.51 5.75
Cl -3.28 -1.08 6.14
S 1.74 1.05 1.91
C -1.12 -2.81 -1.50
C 3.80 1.03 7.02
H -1.06 -3.29 -0.53
C -1.33 -0.75 2.63
H 0.36 -3.25 1.37
C 3.12 -1.06 -0.62
C -1.64 -2.69 4.04
H -1.71 -3.72 -4.71
H 4.28 2.71 3.02
C -2.84 3.31 -1.82
C 4.72 0.65 2.63
C -0.96 0.52 -3.15
C 1.95 1.82 5.11
S 2.93 -1.85 3.31
H 4.51 0.71 7.77
O 1.90 -0.58 -1.02
C 1.54 2.94 -0.84
C 1.06 2.18 -1.90
C 3.11 2.53 -3.08
H 1.48 1.36 -3.84
H -1.11 2.12 -4.54
C 2.94 0.90 4.79
C -1.38 0.22 -5.50
H 5.38 -1.31 2.13
H 5.22 -0.56 -0.83
H 8.18 1.86 1.46
C -1.42 -3.63 -2.60
C 5.65 -0.26 2.16
H -0.62 -4.43 3.31
C -0.31 -2.74 2.04
C -2.25 1.39 3.21
C -1.55 5.25 -3.33
H -3.34 2.56 -1.23
H -1.58 -4.69 -2.45
C 1.89 2.35 6.39
H 2.62 -3.15 -0.84
C -0.91 -1.46 -1.63
C -0.87 4.12 -2.93
H 1.13 3.07 6.64
N -0.57 -1.47 1.76
H 3.18 4.06 -0.06
C -1.46 -1.13 -5.33
C -2.74 0.89 4.40
C -1.87 -1.31 3.81
H -1.64 -1.78 -6.18
C 6.89 0.17 1.74
C 7.21 1.52 1.79
H -2.05 -3.17 4.91
C -0.85 -3.39 3.15
C 6.27 2.44 2.25
H 4.58 3.71 -2.06
C 3.35 -2.45 -1.23
H -1.50 0.66 -6.48
H 0.16 3.99 -3.22
H -3.41 6.31 -3.30
C 5.03 2.01 2.67
H 2.76 2.36 8.34
C -1.50 -3.09 -3.85
P 3.03 0.12 3.13
H 0.92 3.07 0.04
C 2.81 1.95 7.35
H -3.26 1.53 5.10
H -4.55 4.61 -1.92

Calculated values
- ΔE to the lowest compared entry with this formula, charge and spin (kcal per mole) = 65.57
- E (Eh) = -4321.76408
- LUMO level (spin up / spin down) (eV) = 1.62 / 1.62
- charge = -1

Record 3
The following is a DFT calculation (the ωB97M-V functional and the def2-TZVPD basis) of a 2-piece molecular cluster, C2HFN2O2 overall.

Element x y z (Å)
N 0.18 1.28 1.33
C 0.89 0.49 0.86
O -1.73 -2.06 -0.52
N -0.95 -1.33 -1.04
O -0.70 1.98 1.67
C -0.13 -0.49 -1.09
F 0.61 0.10 -1.96
H 1.83 0.03 0.75

Calculated values
- ΔE to the lowest compared entry with this formula, charge and spin (kcal per mole) = 176.38
- E (Eh) = -436.39784
- LUMO level (spin up / spin down) (eV) = -0.77 / -0.77
- SMILES string = [O-][N+]#CF.C#[N+][O-]

Record 4
The following is a DFT calculation (the ωB97M-V functional and the def2-TZVPD basis) of a 10-piece molecular cluster, C16H52N10O10 overall.

Element x y z (Å)
H -4.67 -1.49 2.97
N -0.62 0.33 -2.92
H -1.87 -1.60 -0.49
H 0.84 0.33 0.99
H 1.14 5.15 -0.65
C 0.40 -0.27 -3.44
O 0.22 2.17 -1.07
H 1.14 3.38 -2.07
H 3.22 -2.77 3.87
H 5.42 -3.19 2.85
H -1.58 0.04 -3.31
H -1.78 -0.78 1.39
N -0.97 -1.22 -0.77
H -0.08 1.93 -0.24
H 1.13 4.12 0.79
H 6.11 -0.69 0.06
H 2.53 -0.90 4.17
O -3.62 -1.73 -0.16
H -0.55 1.16 -2.29
H 5.56 -2.23 4.14
H -3.89 3.78 0.45
C -1.42 -2.52 4.18
N 5.13 0.58 -1.80
H 1.94 -2.19 -0.34
H 4.97 -1.96 0.02
O 3.46 -0.88 3.83
H 0.45 0.16 2.66
O 0.32 -1.40 -4.25
N -4.57 -1.72 1.97
H -2.01 0.99 -0.51
H -2.64 -0.45 2.81
C 3.60 -2.00 3.25
H 3.24 2.99 -1.14
H -0.36 4.36 -0.09
O -0.68 1.47 1.55
C -3.54 -1.51 1.24
N 5.24 -1.06 -0.34
H -2.21 3.39 0.50
H -5.33 -2.19 1.55
H 2.54 1.32 -1.04
H -5.62 2.43 -0.55
H 3.02 -1.20 1.34
C 2.89 -2.10 1.87
H 1.42 -1.16 -1.62
H -2.25 -2.95 3.59
H -3.71 1.38 0.64
H -5.29 0.85 -1.28
N 1.15 -1.66 -0.79
C -3.11 3.26 -0.16
H -3.13 -2.52 -3.61
H -3.30 0.81 -2.71
C 1.07 3.07 -1.04
C -3.56 1.83 -0.39
H 5.47 1.33 -1.20
H -1.21 1.62 2.33
H -2.99 -1.51 -2.22
C -4.88 1.86 -1.16
H 2.56 2.46 0.38
O -2.72 1.22 -1.05
N -2.61 -0.92 1.89
N -3.35 0.51 -3.69
C 2.44 2.41 -0.72
O 3.77 -1.34 -2.11
N -3.08 -1.61 -3.21
H -4.94 2.36 -2.18
O -0.22 -2.49 3.48
H -0.85 -0.63 -1.67
C 0.62 0.91 1.88
H 1.67 0.85 -2.33
H -1.28 -3.27 5.00
C -3.35 -0.72 -4.07
H -2.87 3.77 -1.11
C 0.72 4.25 -0.21
O -0.18 -2.86 0.70
H 3.25 -2.89 1.32
C 5.14 -2.23 3.14
C -0.01 -1.92 -0.27
N 1.57 0.18 -3.07
O -3.51 -1.11 -5.45
H 2.34 -0.40 -3.38
H 1.49 1.60 2.16
C 4.76 -0.60 -1.46
H 4.47 1.00 -2.47
H -1.73 -1.53 4.56
H -0.39 -2.65 2.56
H -3.36 1.26 -4.42
H 5.70 -1.55 2.55
H 1.81 -2.31 1.92

Calculated values
- ΔE to the lowest compared entry with this formula, charge and spin (kcal per mole) = 222.27
- E (Eh) = -1940.61742
- LUMO level (eV) = -0.51
- SMILES string = NC(N)=O.NC(N)=O.NC(N)=O.NC(N)=O.NC(N)=O.CC(C)O.CC(C)O.CC(C)O.CO.CO

Record 5
The following is a DFT calculation (the ωB97M-V functional and the def2-TZVPD basis) of C11H30FO4Y as an isolated structure.

Element x y z (Å)
O -0.21 2.08 2.45
H -2.78 -2.07 3.79
H -0.14 2.19 3.39
H 1.09 3.78 -0.07
H -0.33 2.70 -0.07
C -3.17 -1.37 3.08
H -1.63 4.21 1.22
C 3.44 0.14 -4.51
H 1.27 1.43 -4.56
C -0.73 4.47 1.82
H -4.96 -1.37 1.86
H 3.09 -1.80 -0.18
H -3.11 0.66 2.68
H -1.62 0.06 3.47
H 3.85 1.11 -4.26
C 1.38 1.08 -3.55
H -5.37 -0.84 3.43
H 1.87 1.82 -2.91
H 1.61 -0.93 -4.14
H 2.23 -2.77 -2.23
H 3.61 -2.32 -3.20
O 2.56 -0.80 -2.38
H 4.18 -3.12 -0.52
H 4.80 -1.50 -0.80
C 0.60 2.95 0.38
H -3.09 0.28 4.52
H -2.75 -4.58 -1.38
H 1.25 2.05 0.36
C 2.23 -0.18 -3.65
H 1.18 3.62 2.39
H 3.12 0.15 -5.55
O -2.64 -1.73 1.68
C 3.85 -2.12 -0.87
H -0.31 5.31 1.30
Y -3.77 -3.65 1.02
H 2.95 -0.14 -1.82
H -4.96 -2.57 3.35
H -1.67 -1.69 1.70
F -3.42 -5.23 2.23
O -3.05 -3.94 -0.81
H 4.28 -0.63 -4.44
C -4.73 -1.58 2.93
H 0.39 0.92 -3.09
H -1.06 4.73 2.82
C -2.72 -0.02 3.50
C 3.12 -2.10 -2.24
C 0.28 3.31 1.85

Calculated values
- E (Eh) = -875.75947
- LUMO level (eV) = -6.10
- charge = +2

Record 6
The following is a DFT calculation (the ωB97M-V functional and the def2-TZVPD basis) of one molecule with the formula C5H10S.

Element x y z (Å)
H -0.57 -0.75 -1.39
H 2.27 -0.61 -1.44
H -2.28 -0.79 1.23
H 1.11 -1.40 0.91
C 0.36 -1.70 0.30
S 1.46 0.48 -1.19
C -0.78 0.80 1.60
H 0.70 -2.60 -0.23
H -2.91 0.87 0.58
C -2.05 0.21 0.86
H -0.59 -1.98 0.82
H -0.75 1.82 2.04
C 0.04 -0.43 -0.54
H -0.42 0.05 2.29
H -0.99 1.45 -0.33
C -0.73 0.50 0.20

Calculated values
- ΔE to the lowest compared entry with this formula, charge and spin (kcal per mole) = 41.17
- E (Eh) = -594.62947
- LUMO level (eV) = 0.95
- SMILES string = C[C@H](S)C1CC1

Record 7
The following is a DFT calculation (the ωB97M-V functional and the def2-TZVPD basis) of a 9-piece molecular cluster, C25H50N2O13S4 overall.

Element x y z (Å)
C 4.03 -3.48 1.23
H -3.44 -3.92 -0.24
H 3.20 1.82 -1.55
H 4.91 -1.07 1.85
C -0.69 -4.07 3.77
H -3.48 -5.42 -1.34
H 2.91 -1.61 -3.97
H 0.37 -4.16 3.98
H 0.51 -0.96 0.01
H -0.13 -0.25 -1.35
H -2.16 -0.05 2.64
O -1.62 2.24 6.02
H -0.72 5.17 4.25
H -3.17 0.41 -0.17
C -2.52 -2.79 -2.54
H -3.65 -0.25 3.61
H 1.46 -3.23 -1.26
H -1.45 6.80 3.81
H -0.20 -5.51 0.30
C -3.44 -4.33 -1.25
H -0.27 6.88 1.82
H -5.35 -3.55 -1.26
H -4.90 0.04 -0.07
H 6.15 -2.14 2.71
H 1.25 2.79 -4.05
O -3.96 4.11 -0.86
H 1.15 3.62 -5.65
O -3.90 -2.46 -2.38
C -4.40 0.82 -1.89
H 3.43 0.55 -0.62
O -2.05 0.54 4.67
C -4.10 2.88 -0.96
C 0.47 4.86 1.78
H 0.00 -6.19 1.99
C -2.76 0.37 3.45
C 2.64 0.93 -1.26
H 3.27 6.64 -5.21
O -2.79 2.54 4.20
H 2.67 5.39 -6.40
C -0.62 6.11 3.71
C -4.16 0.78 -0.40
C 5.14 -1.74 2.68
S 2.46 -4.01 -3.40
H -0.91 0.25 0.15
H 4.64 -3.67 3.35
S -1.23 -4.05 1.99
O -0.74 -2.69 1.63
H 1.47 5.24 1.57
H 2.59 0.05 -1.91
C 4.23 -2.95 2.63
O 0.47 2.56 -0.38
H 3.35 -4.24 0.85
H -3.74 0.06 -2.30
S 1.21 1.30 -0.02
C 2.07 -2.30 -4.08
O -4.30 2.09 0.12
C -0.56 5.90 2.19
H -1.06 -5.04 4.11
C 3.13 5.59 -5.43
H 2.58 2.60 -5.05
O -2.34 -3.89 -1.80
C 1.27 -4.06 -1.94
H 4.05 5.04 -5.62
H 1.35 -4.97 -1.35
H 1.17 -1.76 -3.77
O -1.63 -2.15 -3.12
H 0.04 4.58 0.81
H -5.44 0.55 -2.08
H -1.48 5.59 1.69
N 1.34 7.34 4.99
C -4.48 -3.62 -1.92
H -4.06 2.07 2.72
H 1.00 -4.94 1.39
C 1.80 3.32 -4.83
O 1.95 -5.00 -4.49
H 4.89 -4.12 1.01
H -1.15 -3.18 4.19
S 2.37 4.81 -3.92
H 2.04 -2.30 -5.17
H -5.04 -4.11 -2.72
O 3.57 4.30 -3.14
C 3.85 -2.67 -0.04
C 0.04 -0.03 -0.30
H -2.25 2.07 2.28
H 0.23 -3.96 -2.24
H 0.31 3.97 2.39
C -2.15 1.77 5.02
C -0.03 -5.30 1.36
O -4.03 2.17 -2.11
N 3.73 -2.08 -0.99
H 3.23 -2.75 3.00
C -3.03 1.83 2.99
C 0.50 6.77 4.38
H 5.03 -1.08 3.54

Calculated values
- ΔE to the lowest compared entry with this formula, charge and spin (kcal per mole) = 119.08
- E (Eh) = -3662.62704
- LUMO level (eV) = -0.35

Record 8
The following is a DFT calculation (the ωB97M-V functional and the def2-TZVPD basis) of C25H41BFeN9O2S3 as an isolated structure.

Element x y z (Å)
H 1.30 4.17 -1.32
H -1.73 -1.23 5.48
C -0.78 4.56 -4.08
O 4.67 1.10 1.70
H -4.03 0.24 1.13
H 6.56 -0.56 0.49
H -2.21 4.49 -1.77
H 0.05 5.41 -1.59
Fe 1.58 0.65 0.38
N -1.60 -1.06 -0.41
H 7.00 -1.23 -2.20
H -2.97 -5.22 -1.34
H 1.87 2.57 -3.17
H 1.25 -4.33 -1.14
S 0.69 -2.11 0.54
C -3.38 0.57 3.20
C 0.77 4.75 -2.08
C -2.37 -0.42 5.84
N -2.11 0.76 3.72
H -3.92 1.85 5.45
C 6.01 -1.66 -2.02
H -2.28 -0.35 6.92
N 3.12 -1.62 -1.64
N -1.60 1.43 -0.87
O 1.75 2.32 0.13
H -3.41 -0.68 5.60
H 0.39 -4.83 0.30
C -1.95 0.91 5.20
C -2.01 -5.43 -0.88
C 0.41 -4.92 -0.78
H -4.25 0.54 3.83
C -0.64 1.66 -1.80
C -1.89 3.49 -1.58
H 5.54 -1.77 -3.00
S 0.54 0.47 -2.20
N -1.31 -3.10 -1.13
B -1.32 0.33 0.17
N 5.26 -0.76 -1.18
C -0.91 -4.51 -1.42
H -2.10 -5.31 0.20
H -3.16 2.64 -0.01
C 4.65 0.43 0.71
N -1.93 0.54 1.55
H -2.76 2.18 6.73
C 0.09 3.80 -3.07
H 0.73 2.28 -4.49
H 3.46 -2.15 -2.42
N 3.52 -0.15 0.12
H -3.10 -3.20 -2.34
H -0.19 0.51 0.38
H 0.58 -5.96 -1.05
H -0.58 1.36 6.75
H 1.68 3.77 -4.46
H -1.75 -6.47 -1.09
C 5.86 0.03 -0.12
H -1.29 3.86 -4.75
C -2.66 -1.36 -1.25
H -0.43 -5.66 -3.18
H -1.53 5.19 -3.60
H -0.14 5.21 -4.68
C -3.27 0.42 1.88
H 6.13 -2.65 -1.57
H -3.41 -0.63 -1.49
C -0.77 -2.12 -0.35
H -2.58 2.98 5.16
C -0.53 1.24 5.66
C 3.94 -0.87 -0.91
C -2.36 2.57 -0.72
C -1.20 0.73 2.69
C -0.77 -4.65 -2.94
C 1.16 3.04 -3.84
H -1.72 -4.48 -3.45
H 0.17 0.44 5.43
H -0.04 -3.93 -3.32
C -2.87 2.05 5.66
S 0.49 0.89 2.80
N -0.81 2.92 -2.26
H 1.48 5.38 -2.62
C -2.49 -2.62 -1.69
H 2.17 -1.77 -1.29
H -0.16 2.16 5.22
H 6.38 0.91 -0.50

Calculated values
- E (Eh) = -4103.79744
- LUMO level (spin up / spin down) (eV) = 0.37 / 0.37
- expectation value of S² = 8.777
- spin multiplicity = 6